[1]
{
  "formula": "C5H7N",
  "method": "ωB97M-V with the def2-TZVPD basis set",
  "de_lowest_kj_mol": 495.95,
  "orbital_gap_ev": 9.21,
  "homo_energy_ev": -9.568,
  "charge": 0,
  "symbols": ["C", "N", "C", "C", "C", "C", "H", "H", "H", "H", "H", "H", "H"],
  "positions_angstrom": [[0.160, 1.454, 1.039], [-0.186, 0.080, 0.718], [0.903, -0.764, 0.271], [-0.125, -0.272, -0.686], [-1.929, -1.001, -2.261], [-1.172, -1.189, -1.217], [-0.723, 2.088, 0.913], [0.972, 1.857, 0.408], [0.477, 1.505, 2.085], [1.898, -0.326, 0.201], [0.887, -1.793, 0.627], [0.191, 0.503, -1.385], [-1.353, -2.143, -0.712]],
  "nbo_charge": [-0.42, -0.38, -0.24, -0.10, 0.26, -0.59, 0.21, 0.17, 0.21, 0.19, 0.20, 0.21, 0.29]
}

[2]
{
  "formula": "C5H7N",
  "method": "ωB97M-V with the def2-TZVPD basis set",
  "de_lowest_kj_mol": 307.38,
  "orbital_gap_ev": 10.47,
  "smiles": "C#C[C@@H]1CN1C",
  "homo_energy_ev": -9.342,
  "charge": 0,
  "symbols": ["C", "C", "C", "C", "N", "C", "H", "H", "H", "H", "H", "H", "H"],
  "positions_angstrom": [[2.901, -0.876, -0.522], [1.758, -0.504, -0.590], [0.387, -0.047, -0.690], [-0.049, 1.258, -0.116], [-0.402, 0.016, 0.532], [-1.787, -0.402, 0.409], [3.910, -1.221, -0.446], [-0.135, -0.356, -1.597], [-0.825, 1.793, -0.665], [0.674, 1.880, 0.406], [-1.855, -1.485, 0.553], [-2.232, -0.148, -0.569], [-2.372, 0.086, 1.195]],
  "nbo_charge": [-0.22, -0.02, -0.17, -0.23, -0.37, -0.42, 0.24, 0.22, 0.19, 0.21, 0.21, 0.16, 0.21]
}

[3]
{
  "formula": "C5H7N",
  "method": "ωB97M-V with the def2-TZVPD basis set",
  "de_lowest_kj_mol": 360.11,
  "orbital_gap_ev": 10.95,
  "smiles": "C1=N[C@@H]1C1CC1",
  "homo_energy_ev": -9.769,
  "charge": 0,
  "symbols": ["C", "N", "C", "C", "C", "C", "H", "H", "H", "H", "H", "H", "H"],
  "positions_angstrom": [[2.427, 0.489, -0.161], [2.374, -0.742, 0.082], [1.210, 0.096, 0.486], [-0.280, -0.089, -0.490], [-1.388, -0.935, 0.012], [-1.503, 0.563, 0.055], [3.037, 1.250, -0.585], [0.997, 0.246, 1.532], [-0.032, -0.039, -1.537], [-1.262, -1.469, 0.940], [-1.972, -1.472, -0.723], [-2.173, 1.060, -0.630], [-1.434, 1.042, 1.019]],
  "nbo_charge": [0.05, -0.30, -0.11, -0.23, -0.43, -0.43, 0.21, 0.18, 0.21, 0.22, 0.22, 0.21, 0.21]
}

[4]
{
  "formula": "C5H7N",
  "method": "ωB97M-V with the def2-TZVPD basis set",
  "de_lowest_kj_mol": 356.17,
  "orbital_gap_ev": 9.90,
  "smiles": "C1[C@H]2[C@@H]1N1C[C@@H]21",
  "homo_energy_ev": -8.686,
  "charge": 0,
  "symbols": ["C", "C", "C", "N", "C", "C", "H", "H", "H", "H", "H", "H", "H"],
  "positions_angstrom": [[0.009, -0.328, 1.413], [0.998, 0.163, 0.404], [0.204, -1.094, 0.144], [-0.384, -0.597, -1.141], [-1.107, 0.659, -0.955], [0.358, 0.691, -0.878], [-0.889, 0.215, 1.694], [0.491, -0.841, 2.243], [2.059, 0.274, 0.599], [0.546, -2.120, 0.134], [-1.750, 0.833, -0.099], [-1.513, 0.996, -1.905], [0.977, 1.143, -1.647]],
  "nbo_charge": [-0.44, -0.27, -0.06, -0.38, -0.27, -0.08, 0.21, 0.23, 0.22, 0.21, 0.20, 0.22, 0.21]
}

[5]
{
  "formula": "C5H7N",
  "method": "ωB97M-V with the def2-TZVPD basis set",
  "de_lowest_kj_mol": 111.84,
  "orbital_gap_ev": 11.99,
  "smiles": "N#CC1CCC1",
  "homo_energy_ev": -11.054,
  "charge": 0,
  "symbols": ["N", "C", "C", "C", "C", "C", "H", "H", "H", "H", "H", "H", "H"],
  "positions_angstrom": [[2.997, -0.445, 0.768], [1.990, -0.385, 0.206], [0.713, -0.283, -0.460], [-0.482, -0.955, 0.250], [-1.290, 0.324, 0.145], [0.012, 1.055, -0.291], [0.816, -0.626, -1.486], [-0.887, -1.816, -0.272], [-0.268, -1.222, 1.279], [-2.070, 0.234, -0.615], [-1.763, 0.701, 1.047], [0.461, 1.672, 0.487], [-0.269, 1.748, -1.092]],
  "nbo_charge": [-0.33, 0.29, -0.35, -0.37, -0.40, -0.38, 0.25, 0.21, 0.22, 0.20, 0.21, 0.22, 0.22]
}

[6]
{
  "formula": "C5H7N",
  "method": "ωB97M-V with the def2-TZVPD basis set",
  "de_lowest_kj_mol": 431.71,
  "orbital_gap_ev": 10.38,
  "smiles": "C#CCN1CC1",
  "homo_energy_ev": -9.226,
  "charge": 0,
  "symbols": ["C", "C", "C", "N", "C", "C", "H", "H", "H", "H", "H", "H", "H"],
  "positions_angstrom": [[1.819, -0.713, -0.584], [1.544, 0.464, -0.501], [0.538, 1.359, 0.086], [-0.543, 0.530, 0.696], [-0.507, -0.901, 0.521], [-1.571, -0.097, -0.115], [2.068, -1.745, -0.514], [1.005, 1.935, 0.890], [0.117, 2.084, -0.616], [-0.536, -1.536, 1.407], [0.111, -1.268, -0.314], [-2.595, -0.086, 0.245], [-1.452, -0.026, -1.200]],
  "nbo_charge": [-0.26, -0.03, -0.30, -0.39, -0.26, -0.24, 0.24, 0.23, 0.22, 0.20, 0.20, 0.20, 0.18]
}

[7]
{
  "formula": "C5H7N",
  "method": "ωB97M-V with the def2-TZVPD basis set",
  "de_lowest_kj_mol": 119.98,
  "orbital_gap_ev": 8.89,
  "smiles": "Cc1ccc[nH]1",
  "homo_energy_ev": -7.867,
  "charge": 0,
  "symbols": ["C", "C", "C", "C", "C", "N", "H", "H", "H", "H", "H", "H", "H"],
  "positions_angstrom": [[-0.694, 0.635, 1.460], [0.181, 0.771, 0.238], [1.305, -0.030, 0.124], [1.092, -0.915, -0.960], [-0.113, -0.570, -1.538], [-0.595, 0.515, -0.875], [-1.558, 1.304, 1.493], [-1.068, -0.386, 1.311], [-0.150, 0.650, 2.404], [2.108, -0.074, 0.853], [1.703, -1.764, -1.226], [-0.684, -1.028, -2.330], [-1.527, 0.891, -0.954]],
  "nbo_charge": [-0.62, 0.07, -0.25, -0.32, -0.06, -0.50, 0.20, 0.20, 0.22, 0.22, 0.22, 0.21, 0.40]
}

[8]
{
  "formula": "C5H7N",
  "method": "ωB97M-V with the def2-TZVPD basis set",
  "de_lowest_kj_mol": 373.26,
  "orbital_gap_ev": 9.19,
  "homo_energy_ev": -8.938,
  "charge": 0,
  "symbols": ["N", "C", "C", "C", "C", "C", "H", "H", "H", "H", "H", "H", "H"],
  "positions_angstrom": [[3.314, -0.220, 0.329], [2.187, -0.290, 0.049], [0.774, -0.296, -0.369], [-0.832, -0.994, 0.558], [-1.378, 0.320, 0.029], [-0.014, 0.981, -0.087], [0.689, -0.714, -1.356], [-1.337, -1.893, 0.187], [0.169, -1.051, 0.962], [-1.812, 0.164, -0.973], [-2.124, 0.851, 0.630], [0.264, 1.394, 0.889], [0.100, 1.748, -0.848]],
  "nbo_charge": [-0.31, 0.25, -0.33, -0.33, -0.44, -0.40, 0.25, 0.21, 0.26, 0.20, 0.22, 0.22, 0.22]
}

[9]
{
  "formula": "C5H7N",
  "method": "ωB97M-V with the def2-TZVPD basis set",
  "de_lowest_kj_mol": 493.12,
  "orbital_gap_ev": 7.99,
  "homo_energy_ev": -8.223,
  "charge": 0,
  "symbols": ["C", "C", "C", "C", "N", "C", "H", "H", "H", "H", "H", "H", "H"],
  "positions_angstrom": [[0.445, 0.359, -1.150], [-0.827, -0.391, -0.805], [-1.215, -0.601, 0.456], [-0.758, -0.479, 1.790], [1.813, -0.003, 0.890], [1.177, 0.771, 0.103], [0.220, 1.242, -1.760], [1.102, -0.280, -1.760], [-1.433, -0.761, -1.627], [-2.152, -1.151, 0.683], [-1.252, 0.397, 2.262], [1.809, -0.962, 0.524], [1.106, 1.820, 0.405]],
  "nbo_charge": [-0.51, -0.27, -0.38, 0.01, -0.57, 0.13, 0.22, 0.23, 0.22, 0.28, 0.13, 0.33, 0.17]
}

[10]
{
  "formula": "C5H7N",
  "method": "ωB97M-V with the def2-TZVPD basis set",
  "de_lowest_kj_mol": 350.24,
  "orbital_gap_ev": 10.18,
  "smiles": "C#C[C@@H]1CN1C",
  "homo_energy_ev": -9.074,
  "charge": 0,
  "symbols": ["C", "C", "C", "C", "N", "C", "H", "H", "H", "H", "H", "H", "H"],
  "positions_angstrom": [[-2.077, 1.333, -1.336], [-1.443, 0.333, -1.117], [-0.437, -0.562, -0.574], [-0.473, -1.029, 0.851], [0.268, 0.136, 0.475], [1.699, 0.320, 0.477], [-2.562, 2.276, -1.442], [0.107, -1.215, -1.262], [0.055, -1.962, 1.064], [-1.362, -0.852, 1.454], [2.002, 0.672, -0.515], [2.290, -0.571, 0.737], [1.933, 1.121, 1.188]],
  "nbo_charge": [-0.24, 0.00, -0.17, -0.21, -0.39, -0.41, 0.24, 0.21, 0.19, 0.21, 0.20, 0.18, 0.21]
}

[11]
{
  "formula": "C5H7N",
  "method": "ωB97M-V with the def2-TZVPD basis set",
  "de_lowest_kj_mol": 4.09,
  "orbital_gap_ev": 9.03,
  "smiles": "Cc1ccc[nH]1",
  "homo_energy_ev": -7.969,
  "charge": 0,
  "symbols": ["C", "C", "C", "C", "C", "N", "H", "H", "H", "H", "H", "H", "H"],
  "positions_angstrom": [[1.924, -0.033, -0.095], [0.439, 0.077, 0.054], [-0.402, 1.159, -0.015], [-1.740, 0.671, 0.005], [-1.676, -0.695, 0.101], [-0.342, -1.046, 0.128], [2.326, -0.967, 0.320], [2.190, -0.008, -1.158], [2.437, 0.795, 0.402], [-0.080, 2.189, -0.106], [-2.642, 1.268, -0.062], [-2.463, -1.438, 0.153], [0.028, -1.971, 0.273]],
  "nbo_charge": [-0.64, 0.13, -0.31, -0.30, -0.09, -0.51, 0.21, 0.22, 0.23, 0.22, 0.22, 0.21, 0.41]
}

[12]
{
  "formula": "C5H7N",
  "method": "ωB97M-V with the def2-TZVPD basis set",
  "de_lowest_kj_mol": 185.08,
  "orbital_gap_ev": 10.88,
  "smiles": "[H]/N=C1/C[C@@H]2C[C@H]12",
  "homo_energy_ev": -9.770,
  "charge": 0,
  "symbols": ["H", "N", "C", "C", "C", "C", "C", "H", "H", "H", "H", "H", "H"],
  "positions_angstrom": [[-2.560, 0.799, 0.300], [-2.246, 0.160, -0.435], [-0.988, 0.080, -0.363], [0.039, -0.676, -1.208], [1.119, -0.090, -0.288], [0.838, -0.453, 1.132], [0.073, 0.685, 0.505], [0.077, -0.276, -2.227], [-0.043, -1.767, -1.254], [2.085, 0.283, -0.608], [1.584, -0.158, 1.865], [0.308, -1.374, 1.376], [0.103, 1.698, 0.894]],
  "nbo_charge": [0.33, -0.62, 0.33, -0.47, -0.20, -0.40, -0.32, 0.23, 0.22, 0.22, 0.23, 0.21, 0.23]
}